[1]
Formula: C27H37F9O10
Source: OMol25
Level of theory: the ωB97M-V functional and the def2-TZVPD basis

Values from the calculation:
HOMO level = -0.367 Eh
SMILES = CCCC[C@](C)(OC=O)C(F)(F)C(F)(F)C(F)(F)C(F)(F)F.O=C1CCCO1.O=C1CCCO1.O=C1CCCO1.O=C1CCCO1

Atoms and positions in Å:
1 C 2.1737 -3.1471 0.5256
2 C 0.7993 -2.5701 0.8845
3 C -0.0109 -2.1137 -0.3370
4 C -0.9324 -0.9429 0.0285
5 C -2.0338 -0.6141 -0.9692
6 C -1.4661 -0.3471 -2.3610
7 O -2.7595 0.5704 -0.5756
8 C -2.2689 1.3943 0.4009
9 O -2.5071 1.2587 1.5505
10 C -3.1230 -1.7100 -1.0839
11 F -4.2038 -1.1909 -1.6989
12 F -2.6802 -2.7244 -1.8542
13 C -3.6328 -2.3601 0.2287
14 F -3.8455 -1.4034 1.1340
15 F -2.6916 -3.1926 0.6967
16 C -4.9653 -3.1691 0.1580
17 F -5.9971 -2.3291 0.0074
18 F -5.0858 -3.7831 1.3503
19 C -5.1081 -4.2826 -0.9158
20 F -5.2114 -3.7723 -2.1457
21 F -6.2271 -4.9764 -0.6560
22 F -4.0596 -5.1157 -0.8730
23 H 2.4681 -3.9477 1.2073
24 H 2.1769 -3.5689 -0.4844
25 H 2.9462 -2.3752 0.5683
26 H 0.9238 -1.7115 1.5504
27 H 0.2218 -3.3256 1.4249
28 H -0.5639 -2.9588 -0.7532
29 H 0.6869 -1.7842 -1.1165
30 H -1.3518 -1.0833 1.0277
31 H -0.2913 -0.0628 0.0749
32 H -0.6651 0.3897 -2.2607
33 H -2.2464 0.0610 -3.0043
34 H -1.0513 -1.2501 -2.8083
35 H -1.7065 2.2424 -0.0146
36 O 0.9860 1.5941 -0.6206
37 C 2.1686 1.4078 -0.7387
38 O 2.8394 0.5853 0.0849
39 C 4.2552 0.6015 -0.2225
40 C 4.3362 1.0897 -1.6614
41 C 3.1255 2.0149 -1.7403
42 H 4.7461 1.2881 0.4651
43 H 4.6438 -0.3972 -0.0494
44 H 5.2836 1.5820 -1.8699
45 H 4.2166 0.2559 -2.3554
46 H 3.3614 3.0221 -1.3955
47 H 2.6684 2.0723 -2.7252
48 O 6.3681 0.2663 2.1213
49 C 6.1133 1.1865 2.8422
50 O 4.8754 1.3670 3.3607
51 C 4.8093 2.6056 4.0878
52 C 6.2543 2.9308 4.4579
53 C 7.0165 2.3202 3.2845
54 H 4.3729 3.3616 3.4314
55 H 4.1525 2.4551 4.9406
56 H 6.4210 3.9967 4.5960
57 H 6.5226 2.4199 5.3835
58 H 7.1110 3.0083 2.4406
59 H 8.0032 1.9363 3.5288
60 O 6.8460 3.9460 0.2375
61 C 6.4885 4.6540 -0.6576
62 O 5.2907 4.4738 -1.2699
63 C 5.1270 5.4047 -2.3556
64 C 6.0784 6.5544 -2.0372
65 C 7.1992 5.8341 -1.2901
66 H 5.3931 4.8943 -3.2837
67 H 4.0791 5.6912 -2.3945
68 H 6.4030 7.0879 -2.9273
69 H 5.5875 7.2658 -1.3725
70 H 7.9639 5.4396 -1.9622
71 H 7.6884 6.4275 -0.5227
72 O -12.8701 -4.0485 0.6856
73 C -11.7666 -3.8720 0.2629
74 O -11.5215 -3.0619 -0.7974
75 C -10.1290 -3.1006 -1.1508
76 C -9.4057 -3.5617 0.1105
77 C -10.4565 -4.4623 0.7536
78 H -10.0058 -3.8057 -1.9763
79 H -9.8427 -2.1079 -1.4887
80 H -8.4614 -4.0536 -0.1023
81 H -9.2060 -2.7045 0.7549
82 H -10.4001 -5.4909 0.3912
83 H -10.4405 -4.4781 1.8398

---

[2]
Formula: C9H15N5
Source: OMol25
Level of theory: the ωB97M-V functional and the def2-TZVPD basis

Values from the calculation:
HOMO level = -0.324 Eh
SMILES = Cn1nnnc1[C@@H]1CN2CCC1CC2
Energy relative to the best compared isomer or geometry (same formula, charge and spin) = 0.0 kJ/mol

Atoms and positions in Å:
1 C -0.9811 -1.7603 1.8168
2 C -1.3540 0.2562 0.1994
3 C -0.2012 0.3244 -0.7549
4 C 0.3151 -1.0227 -1.1999
5 C 2.2803 0.0361 -2.0788
6 C 1.8279 1.4709 -1.5780
7 C 0.9249 1.2789 -0.3521
8 C 1.7622 0.6262 0.6918
9 C 2.2403 -0.7521 0.1721
10 H -1.5063 -1.9735 2.7267
11 H -1.0116 -2.6756 1.2260
12 H 0.0264 -1.4609 2.0495
13 H -0.6847 0.8543 -1.6106
14 H -0.0155 -1.2682 -2.2172
15 H 0.0021 -1.7649 -0.4733
16 H 3.3918 0.0215 -2.0722
17 H 1.9479 -0.1176 -3.1293
18 H 1.3266 2.0828 -2.3906
19 H 2.7569 2.0213 -1.3239
20 H 0.4997 2.2337 -0.0209
21 H 2.6815 1.2620 0.8565
22 H 1.2112 0.5413 1.6400
23 H 3.3428 -0.8178 0.1503
24 H 1.8406 -1.5550 0.8268
25 N -1.6468 -0.6923 1.1416
26 N -2.8525 -0.3511 1.6680
27 N -3.1527 0.8216 1.2247
28 N -2.2062 1.2209 0.3415
29 N 1.7587 -1.0177 -1.1954

---

[3]
Formula: C3H9NO2S
Source: OMol25
Level of theory: the ωB97M-V functional and the def2-TZVPD basis

Values from the calculation:
HOMO level = -0.328 Eh
Energy relative to the best compared isomer or geometry (same formula, charge and spin) = 685.2 kJ/mol

Atoms and positions in Å:
1 C -0.6117 1.5003 -0.5852
2 C 0.0785 -1.9425 -1.5595
3 C -1.1436 0.8063 0.6650
4 N 1.8247 -1.4817 0.1971
5 O -0.8854 -0.5334 0.7759
6 O 1.1666 -1.4189 -1.2524
7 S -0.7493 1.7688 2.1957
8 H 0.3787 1.4564 -0.7540
9 H -1.0509 2.5998 -0.7002
10 H -1.2264 0.9843 -1.4202
11 H -0.3819 -2.5392 -0.8071
12 H -2.3079 1.0590 0.6256
13 H 2.7036 -1.3681 -0.1900
14 H 1.6982 -2.4398 0.5509
15 H -0.0242 -0.6971 0.4798
16 H 0.5310 2.2458 1.7786

---

Question: Look up the HOMO level of the second one.
Answer: -0.324 Eh

---

Question: Which of these has the highest HOMO level?
Answer: C9H15N5

---

Question: The highest HOMO level belongs to which entry?
Answer: C9H15N5

---

Question: What is the HOMO level in the first record?
Answer: -0.367 Eh